#i
A cluster of 2 separate species, C2H6NS2 in total, computed with ωB97M-V with the def2-TZVPD basis set.

The calculation puts the HOMO energy (spin up / spin down) at -13.5111 / -12.4855 eV. The molecular weight is 108.21 u. As for the net charge: +1.

Atoms and positions in Å:
C (0.8657, -1.0205, -1.3653)
C (0.4327, -0.9313, 0.0141)
N (0.4199, 0.3373, 0.6663)
S (1.0358, 0.1790, -2.4157)
S (-2.4543, 2.2534, 0.5301)
H (0.9566, -2.0187, -1.5800)
H (0.8732, -1.6705, 0.7166)
H (-0.5696, -1.2967, 0.0255)
H (-2.1217, 2.6803, 1.8357)
H (0.2885, 0.4748, 1.6188)
H (0.2733, 1.0129, -0.0460)

These are the Mulliken partial charges, in e, on atoms 1 to 6: number 1, C, carries -0.123; number 2, C, carries -0.280; number 3, N, carries -0.296; number 4, S, carries -0.087; number 5, S, carries 0.092; number 6, H, carries 0.381


#ii
A structure of composition C2H6NS2, computed with ωB97M-V with the def2-TZVPD basis set.

The calculation puts the HOMO energy at -13.7024 eV. The molecular weight is 108.21 u. As for the net charge: +1.

Atoms and positions in Å:
C (0.1940, -0.3643, 1.8163)
C (-0.4389, 0.4265, -0.3615)
N (0.1793, -0.0256, -1.6344)
S (-0.8986, -1.0976, 0.6064)
S (0.7205, 1.1430, 0.9172)
H (-0.4762, 0.0368, 2.6734)
H (1.1483, -0.8193, 2.2359)
H (-1.3444, 1.1060, -0.4107)
H (0.1453, -1.0288, -1.4932)
H (1.1898, 0.3339, -1.8344)
H (-0.4192, 0.2893, -2.5151)

These are the Mulliken partial charges, in e, on atoms 1 to 6: number 1, C, carries -0.433; number 2, C, carries -0.330; number 3, N, carries -0.317; number 4, S, carries -0.093; number 5, S, carries -0.044; number 6, H, carries 0.295


Quick ranking, most stable first: #ii, #i.


#i
A structure of composition C19H34EuN3O5P2, computed with ωB97M-V with the def2-TZVPD basis set.

The calculation puts the HOMO energy (spin up / spin down) at -14.2432 / -14.2500 eV. The spin multiplicity is 7. The molecular weight is 598.41 u. The expectation value of S² is 12.022. As for the net charge: +2.

Atoms and positions in Å:
Eu (1.1007, -0.0887, -0.7045)
P (-1.6225, -1.0353, -1.5586)
C (-1.2975, 0.6183, -2.4100)
C (-1.4026, 1.8054, -1.4844)
N (-0.5386, 1.8526, -0.4328)
C (-0.6062, 2.8281, 0.4809)
C (-1.5447, 3.8405, 0.3596)
C (-2.4079, 3.8482, -0.7269)
C (-2.3284, 2.8317, -1.6783)
C (0.3127, 2.7953, 1.6761)
P (1.7988, 1.7341, 1.4566)
H (-2.9956, 2.7402, -2.5432)
H (-1.5614, 4.6075, 1.1135)
H (-3.1475, 4.6364, -0.8571)
H (0.6567, 3.8089, 1.8931)
H (-0.2238, 2.4138, 2.5559)
H (-0.0958, 0.5687, -2.8713)
H (-1.9552, 0.7037, -3.3109)
H (2.5533, 0.2508, -2.6656)
O (1.1524, 0.5839, -3.1916)
H (1.4043, 1.1466, -3.9836)
H (2.7653, -1.6255, -1.4382)
O (3.2164, 0.0739, -1.9679)
H (4.1742, 0.0044, -2.0424)
C (3.0462, 2.9661, 0.9955)
H (3.1180, 3.7210, 1.7828)
H (4.0090, 2.4570, 0.8703)
H (2.7699, 3.4368, 0.0453)
C (2.2223, 1.3161, 3.1670)
H (3.1027, 0.6586, 3.1395)
H (2.4470, 2.2308, 3.7294)
H (1.3879, 0.7612, 3.6170)
C (-3.2959, -0.8365, -0.9209)
H (-4.0210, -0.8744, -1.7345)
H (-3.4587, -1.6789, -0.2441)
H (-3.4034, 0.0922, -0.3583)
C (-1.8772, -2.0877, -3.0089)
H (-1.6698, -3.1113, -2.6799)
H (-2.9144, -2.0199, -3.3412)
H (-1.1981, -1.8394, -3.8286)
C (-1.3234, -4.4205, 2.1528)
C (-0.0891, -4.4694, 3.0214)
C (1.1931, -3.9743, 2.2972)
C (2.4508, -4.0831, 3.1916)
C (2.3060, -3.4321, 4.5472)
C (1.4453, -4.8844, 1.0854)
O (1.2644, -6.0227, 0.9714)
N (1.9931, -4.1981, -0.0505)
C (2.0069, -2.8603, -0.1495)
O (2.4283, -2.5072, -1.3676)
N (1.5673, -2.0256, 0.7274)
C (1.0327, -2.4984, 1.9261)
O (0.4334, -1.6894, 2.6521)
H (-1.5393, -3.3947, 1.8410)
H (-2.1758, -4.7852, 2.7299)
H (-1.2078, -5.0585, 1.2724)
H (-0.2167, -3.8377, 3.9056)
H (0.1046, -5.4905, 3.3785)
H (2.7021, -5.1430, 3.3181)
H (3.2937, -3.6332, 2.6504)
H (1.7970, -4.0836, 5.2568)
H (3.2862, -3.2067, 4.9625)
H (1.7450, -2.5015, 4.4832)
H (2.2667, -4.7287, -0.8746)

These are the Mulliken partial charges, in e, on atoms 1 to 6: number 1, Eu, carries 0.821; number 2, P, carries 1.059; number 3, C, carries -1.299; number 4, C, carries 0.777; number 5, N, carries 0.434; number 6, C, carries 0.392


#ii
A structure of composition C19H34EuN3O5P2, computed with ωB97M-V with the def2-TZVPD basis set.

The calculation puts the HOMO energy (spin up / spin down) at -14.7390 / -14.7545 eV. The spin multiplicity is 7. The molecular weight is 598.41 u. The expectation value of S² is 12.163. As for the net charge: +2.

Atoms and positions in Å:
Eu (0.8317, 0.9526, -1.1274)
P (2.5148, -1.5124, -0.6215)
C (2.6535, -1.8802, -2.4095)
C (1.2976, -2.1175, -3.1034)
N (0.1833, -1.4919, -2.6565)
C (-1.0063, -1.7544, -3.2520)
C (-1.0767, -2.5649, -4.3922)
C (0.0770, -3.1278, -4.9248)
C (1.2759, -2.9019, -4.2616)
C (-2.3201, -1.1566, -2.7093)
P (-2.0920, 0.3531, -1.7128)
H (2.2180, -3.2997, -4.6354)
H (-2.0429, -2.7119, -4.8733)
H (0.0432, -3.7242, -5.8333)
H (-2.9592, -0.9613, -3.5882)
H (-2.8158, -1.9253, -2.0828)
H (3.1241, -1.0091, -2.9252)
H (3.2736, -2.7830, -2.5579)
H (1.9500, 3.6578, -3.1925)
O (2.5238, 3.0438, -3.7235)
H (2.6547, 3.5489, -4.5578)
H (-1.1107, 4.4505, -1.0366)
O (-0.8247, 5.0892, -1.7208)
H (-1.2372, 5.9301, -1.4387)
C (-2.2712, 1.7024, -2.9536)
H (-3.2445, 1.6999, -3.4654)
H (-2.1233, 2.6681, -2.4387)
H (-1.4687, 1.5982, -3.7037)
C (-3.6080, 0.4945, -0.6768)
H (-3.4949, 1.4236, -0.0858)
H (-4.5583, 0.5370, -1.2417)
H (-3.6301, -0.3492, 0.0389)
C (2.5763, -3.1600, 0.1723)
H (3.4907, -3.7320, -0.0476)
H (2.4933, -2.9929, 1.2598)
H (1.6955, -3.7341, -0.1551)
C (4.1443, -0.7685, -0.1949)
H (4.1032, -0.5202, 0.8818)
H (4.9884, -1.4500, -0.3956)
H (4.2794, 0.1845, -0.7430)
C (0.7458, -1.4227, 4.2529)
C (-0.4539, -0.5511, 4.6181)
C (-0.5406, 0.7498, 3.7745)
C (-1.7719, 1.6195, 4.1177)
C (-3.1276, 0.9390, 3.9524)
C (0.6921, 1.6022, 4.0653)
O (1.0138, 1.9951, 5.1761)
N (1.4956, 1.9270, 2.9884)
C (1.2916, 1.6319, 1.6630)
O (2.1663, 1.9149, 0.7976)
N (0.1521, 1.0025, 1.3190)
C (-0.6110, 0.3962, 2.2770)
O (-1.4078, -0.4820, 1.9210)
H (0.6473, -1.7716, 3.2132)
H (0.7729, -2.3089, 4.9040)
H (1.6942, -0.8775, 4.3822)
H (-1.3747, -1.1221, 4.4530)
H (-0.3985, -0.2786, 5.6848)
H (-1.6691, 1.9905, 5.1488)
H (-1.7429, 2.5050, 3.4598)
H (-3.2091, 0.0486, 4.5897)
H (-3.9095, 1.6519, 4.2418)
H (-3.2769, 0.6461, 2.9046)
H (2.3138, 2.4889, 3.1813)

These are the Mulliken partial charges, in e, on atoms 1 to 6: number 1, Eu, carries 0.971; number 2, P, carries 0.758; number 3, C, carries -1.270; number 4, C, carries 0.742; number 5, N, carries 0.301; number 6, C, carries 0.291


Quick ranking, most stable first: #i, #ii.


#i
A cluster of 2 separate species, C4H13N3 in total, computed with ωB97M-V with the def2-TZVPD basis set.

The calculation puts the HOMO energy at -16.6582 eV. The molecular weight is 103.17 u. As for the net charge: +2.

Atoms and positions in Å:
C (-1.3971, -1.1418, -1.4037)
C (-0.6168, -0.6848, -0.1333)
C (-0.4853, 0.6690, -0.5094)
N (2.7670, 1.6926, 2.4298)
C (1.7284, 2.0133, 1.6749)
N (1.2990, 1.2569, 0.6525)
N (-1.7641, -2.6067, -1.2343)
H (-0.8407, -1.0222, -2.3491)
H (-2.2685, -0.5662, -1.4817)
H (0.3861, -1.3040, 0.0124)
H (-1.3109, -0.9093, 0.7374)
H (0.1700, 0.9289, -1.3684)
H (-1.1662, 1.5346, -0.3439)
H (2.7106, 2.4443, 3.3103)
H (3.6952, 1.4905, 2.1150)
H (1.1665, 3.0821, 1.7480)
H (1.5705, 1.9133, -0.0215)
H (-2.5412, -2.7321, -0.5889)
H (-2.1620, -2.8285, -2.1065)
H (-0.9404, -3.2298, -1.1396)

These are the Mulliken partial charges, in e, on atoms 1 to 6: number 1, C, carries -0.910; number 2, C, carries -0.117; number 3, C, carries -0.475; number 4, N, carries -0.346; number 5, C, carries 0.043; number 6, N, carries -0.610


#ii
The ion C4H13N3 with charge +2, computed with ωB97M-V with the def2-TZVPD basis set.

As for the SMILES: N/C=[NH+]\CCC[NH3+]. The calculation puts the HOMO energy at -18.6452 eV. The molecular weight is 103.17 u. As for the net charge: +2.

Atoms and positions in Å:
N (1.8050, 2.6910, -0.1186)
C (1.0955, 2.2688, -1.1230)
N (0.3921, 1.1467, -1.1766)
C (0.7938, 0.0138, -0.3549)
C (-0.1984, -0.4904, 0.7556)
C (-1.4945, -0.9628, 0.3800)
N (-1.4790, -2.5014, 0.4945)
H (2.5583, 3.3966, -0.1459)
H (2.0472, 2.2750, 0.7705)
H (0.7590, 3.0412, -1.9805)
H (-0.1823, 1.0262, -2.0583)
H (1.0468, -1.0285, -0.8726)
H (1.6608, 0.2457, 0.2647)
H (-0.2963, 0.3801, 1.6193)
H (0.3265, -1.3253, 1.4570)
H (-2.3525, -0.7427, 1.0479)
H (-1.8835, -0.5408, -0.5417)
H (-2.2172, -2.9383, 1.2154)
H (-0.5901, -2.9306, 0.7347)
H (-1.7913, -3.0242, -0.3674)

These are the Mulliken partial charges, in e, on atoms 1 to 6: number 1, N, carries -0.309; number 2, C, carries 0.153; number 3, N, carries 0.011; number 4, C, carries -0.712; number 5, C, carries -0.603; number 6, C, carries -0.349


Quick ranking, most stable first: #ii, #i.


#i
A cluster of 3 separate species, C4H13N3 in total, computed with ωB97M-V with the def2-TZVPD basis set.

The calculation puts the HOMO energy at -18.9996 eV. The molecular weight is 103.17 u. As for the net charge: +2.

Atoms and positions in Å:
C (3.2503, -0.4451, 1.3344)
C (3.8857, 0.7788, 0.4576)
C (3.3069, 0.4412, -1.0294)
N (-5.3667, 0.6157, -0.2749)
C (-4.3880, -0.4320, -0.5287)
N (-3.1123, -0.1844, -0.4604)
N (1.9814, -0.9234, 0.7105)
H (4.0036, -1.2317, 1.6691)
H (2.9809, 0.0837, 2.3128)
H (4.9660, 0.8179, 0.5073)
H (3.5118, 1.7136, 0.9162)
H (3.9842, 0.1615, -1.8687)
H (2.5812, 1.1329, -1.3070)
H (-6.3182, 0.3856, 0.0493)
H (-5.0703, 1.5830, -0.0427)
H (-4.8444, -1.3634, -0.9888)
H (-0.6769, 0.5006, -1.3457)
H (-0.5183, -0.2052, -1.3811)
H (1.9518, -1.9976, 0.8881)
H (2.6026, -0.1933, -0.6392)

These are the Mulliken partial charges, in e, on atoms 1 to 6: number 1, C, carries -0.492; number 2, C, carries -0.348; number 3, C, carries -0.701; number 4, N, carries -0.308; number 5, C, carries 0.240; number 6, N, carries 0.092


#ii
A cluster of 3 separate species, C4H13N3 in total, computed with ωB97M-V with the def2-TZVPD basis set.

The calculation puts the HOMO energy at -16.6139 eV. The molecular weight is 103.17 u. As for the net charge: +2.

Atoms and positions in Å:
C (-0.4427, -1.6139, 1.1681)
C (-0.0225, -0.7318, 0.0649)
C (0.5495, 0.6823, 0.3631)
C (0.0706, 1.2604, 1.5579)
N (0.8490, 2.0251, 2.3338)
N (1.9512, 1.0494, 0.1318)
N (-1.4851, -1.5129, -3.3836)
H (-1.4337, -2.0705, 1.1288)
H (0.3247, -2.2301, 1.6154)
H (-1.0701, -0.4466, 0.3081)
H (-0.0253, -0.7340, -1.0258)
H (-0.9072, 0.9773, 1.9588)
H (0.8382, 1.7409, 3.3229)
H (1.1544, 3.0060, 2.2855)
H (-0.2017, 1.6729, -0.7050)
H (2.2119, 0.6394, -0.7496)
H (2.4111, 0.8180, 0.9873)
H (-0.9442, -0.9014, -3.9928)
H (-1.4112, -2.4577, -3.7250)
H (-2.4169, -1.1730, -3.6444)

These are the Mulliken partial charges, in e, on atoms 1 to 6: number 1, C, carries -0.392; number 2, C, carries -0.320; number 3, C, carries 0.149; number 4, C, carries -0.297; number 5, N, carries -0.341; number 6, N, carries -0.465


#iii
The ion C4H13N3 with charge +2, computed with ωB97M-V with the def2-TZVPD basis set.

As for the SMILES: CCC/[N+]([NH3+])=C/N. The calculation puts the HOMO energy at -19.5427 eV. The molecular weight is 103.17 u. As for the net charge: +2.

Atoms and positions in Å:
C (2.6684, 0.1521, -0.2985)
C (1.4892, -0.2123, 0.5889)
C (0.3188, -0.7845, -0.2365)
N (-1.0576, -0.2081, 0.0236)
N (-0.8893, 1.1557, 0.0045)
C (-2.2020, -0.7292, -0.1260)
N (-3.3432, -0.1221, -0.0536)
H (3.3579, 0.8897, -0.0214)
H (3.2762, -0.7272, -0.3493)
H (2.2936, 0.3452, -1.3663)
H (0.9641, 0.5504, 1.2810)
H (1.6694, -0.9604, 1.4703)
H (0.6112, -0.7262, -1.2619)
H (0.3510, -1.9385, -0.0961)
H (-0.9236, 1.3604, -1.0252)
H (0.0989, 1.2047, 0.3868)
H (-1.6279, 1.7442, 0.4812)
H (-2.2985, -1.7360, -0.1883)
H (-4.1533, -0.6062, 0.1200)
H (-3.4967, 0.8824, -0.0177)

These are the Mulliken partial charges, in e, on atoms 1 to 6: number 1, C, carries -1.241; number 2, C, carries -0.279; number 3, C, carries -0.879; number 4, N, carries 0.011; number 5, N, carries -0.236; number 6, C, carries 0.291


Quick ranking, most stable first: #iii, #ii, #i.


#i
A cluster of 2 separate species, C4H13N3 in total, computed with ωB97M-V with the def2-TZVPD basis set.

The calculation puts the HOMO energy at -17.7203 eV. The molecular weight is 103.17 u. As for the net charge: +2.

Atoms and positions in Å:
C (-2.3282, -0.2161, 0.0028)
C (1.2424, 1.4730, 1.1715)
C (2.2623, -0.6638, -1.3263)
C (0.9214, 0.2125, 0.6089)
N (-2.5908, -0.6805, -1.1412)
N (-3.1730, 0.2612, 0.8508)
N (2.0605, -0.6878, 0.2054)
H (2.3022, 1.6524, 1.4155)
H (0.6455, 2.1056, 0.2829)
H (0.6522, 1.6817, 2.0737)
H (1.3647, -1.0845, -1.7421)
H (2.5562, 0.3611, -1.5011)
H (2.9891, -1.4029, -1.5765)
H (-1.3007, -0.2413, 0.1689)
H (-1.8811, -0.7581, -1.8313)
H (-3.5503, -0.9305, -1.4896)
H (-2.7986, 0.4184, 1.8203)
H (-4.1690, 0.3373, 0.7134)
H (1.8554, -1.6570, 0.6414)
H (2.9399, -0.1809, 0.6524)

These are the Mulliken partial charges, in e, on atoms 1 to 6: number 1, C, carries 0.591; number 2, C, carries -0.851; number 3, C, carries -0.745; number 4, C, carries -0.300; number 5, N, carries -0.271; number 6, N, carries -0.307


#ii
A cluster of 2 separate species, C4H13N3 in total, computed with ωB97M-V with the def2-TZVPD basis set.

The calculation puts the HOMO energy at -19.2144 eV. The molecular weight is 103.17 u. As for the net charge: +2.

Atoms and positions in Å:
C (0.8670, 1.7276, 0.6357)
C (1.5431, -0.5511, 1.4100)
C (-0.8610, -0.6655, -2.6234)
C (-1.2387, -1.1672, 0.9196)
N (-0.0909, 2.3436, 0.0277)
N (0.5381, 0.3972, 0.9915)
N (-0.6702, 0.0275, 0.5869)
H (1.8834, 1.9586, 0.8517)
H (2.6264, -0.1789, 1.5898)
H (1.7748, -1.3884, 0.7653)
H (1.3269, -0.9849, 2.4995)
H (-1.6389, -0.0738, -3.0123)
H (-0.0347, -0.2886, -3.1749)
H (-0.7524, -1.6579, -2.7654)
H (-2.0963, -1.1155, 0.3736)
H (-0.6499, -2.0913, 0.9749)
H (-1.2411, -1.2432, 2.1564)
H (0.0980, 3.2809, -0.2952)
H (-0.9351, 1.9027, -0.1619)
H (-0.4484, -0.2315, -1.7497)

These are the Mulliken partial charges, in e, on atoms 1 to 6: number 1, C, carries 0.209; number 2, C, carries -0.880; number 3, C, carries -0.966; number 4, C, carries -0.753; number 5, N, carries -0.080; number 6, N, carries 0.597


Quick ranking, most stable first: #i, #ii.